{"formula": "C45H40AuO3PSSb2", "method": "the ωB97M-V functional and the def2-TZVPD basis", "elements": ["H", "O", "C", "C", "H", "C", "H", "C", "H", "H", "H", "C", "C", "C", "C", "H", "C", "H", "C", "C", "C", "H", "H", "H", "H", "H", "C", "C", "C", "H", "O", "O", "H", "C", "H", "H", "C", "C", "C", "H", "C", "H", "C", "C", "H", "H", "C", "C", "C", "C", "H", "C", "C", "H", "C", "H", "C", "C", "H", "H", "C", "Sb", "C", "C", "H", "C", "C", "C", "C", "C", "H", "C", "H", "H", "C", "Sb", "H", "H", "Au", "H", "C", "H", "C", "H", "C", "S", "H", "H", "P", "H", "C", "H", "H"], "positions_angstrom": [[-4.0619, -1.8725, -3.8406], [1.4048, -2.6704, -2.1985], [-0.6691, 6.8663, -1.2336], [0.6169, 7.6306, 0.6540], [-5.0879, -5.5651, 1.0381], [0.4084, 5.2802, 0.2125], [-1.2375, 1.1913, 1.8953], [-2.4159, -3.9416, -0.2439], [4.8936, -1.6259, 1.3030], [-1.3520, -4.0623, -0.4030], [-1.7282, 1.1963, 3.5760], [0.3551, 1.6715, 3.2657], [0.1436, -1.2652, 7.1503], [-0.3196, -2.0897, -4.9345], [-3.2958, 0.3452, 0.1885], [-4.3346, 1.7651, 1.4013], [-2.6499, 0.1216, -1.0392], [-3.3848, -0.4536, 0.9155], [4.9025, 2.3484, -0.4438], [-3.7332, 2.6162, -0.4778], [0.9117, 6.3177, 0.9923], [3.2532, -0.5081, -0.1693], [-0.7630, 4.7406, -1.5145], [1.5370, 6.1167, 1.8546], [3.2004, 3.6969, 2.7562], [0.7178, -2.1713, -5.2307], [0.2888, 3.1205, 2.7691], [-0.3805, 5.5492, -0.9010], [-0.1713, 7.9018, -0.4562], [-4.1696, 3.5832, -0.2638], [-0.5862, -1.7092, -1.0818], [0.9207, -0.2355, -2.3259], [-0.7832, -2.3383, 8.7583], [0.1430, -1.0121, 5.7854], [1.2497, 1.1816, 2.8722], [-0.7130, 3.5416, 2.8674], [-1.7194, -2.5132, 5.5099], [3.5260, 2.5187, -0.4213], [-0.7867, -2.1406, 7.6946], [5.6335, 3.3686, 2.7042], [-1.9996, -1.7568, -3.2156], [-0.3953, 8.9270, -0.7191], [3.6677, 3.3193, 1.8546], [-3.8314, 1.5926, 0.4592], [0.4738, 1.6785, 4.3496], [-3.0233, 3.2009, -2.4211], [1.1755, -1.4362, 2.3506], [-3.0874, 2.4069, -1.6892], [3.4397, -2.1321, 2.7946], [-5.1543, -3.5950, 0.2038], [0.8744, -0.7840, 7.7876], [-4.5159, -4.7737, 0.5719], [5.6569, 2.6523, 0.6811], [-3.4634, -2.2792, -6.2029], [-1.3472, -2.2377, -5.8556], [0.8929, -0.3497, 5.3732], [2.9319, -0.9448, 0.7677], [1.5974, -0.8806, 1.1436], [5.3858, 1.9755, -1.3375], [-6.2132, -3.4715, 0.3844], [-0.9159, 0.9102, 2.9012], [0.8380, 3.2983, 0.7254], [-4.4315, -2.5753, -0.3881], [-0.7949, -1.6318, 4.9573], [-4.9226, -1.6501, -0.6654], [-1.7140, -2.7663, 6.8767], [-3.1536, -4.9467, 0.3531], [3.8529, -1.5714, 1.5958], [5.0427, 3.1335, 1.8289], [-3.0620, -2.7573, -0.6094], [4.1572, -2.6262, 3.4374], [2.9122, 3.0103, 0.7275], [-2.4336, -3.4542, 7.3014], [-1.2753, 7.0849, -2.1030], [-2.6820, -2.1510, -5.4663], [-0.8776, -1.2568, 2.8749], [2.9379, 2.2683, -1.2978], [0.8873, -0.3756, 0.4923], [-0.2627, 1.6387, -0.8074], [0.9736, 3.7776, 3.3092], [2.1026, -2.0651, 3.1756], [1.7927, -2.5069, 4.1141], [-2.5563, 1.1555, -1.9892], [1.0067, 8.4417, 1.2543], [-0.6750, -1.8537, -3.6189], [0.4912, -1.6037, -2.3235], [6.7302, 2.5165, 0.6630], [-2.1221, 0.9734, -2.9657], [-2.1474, -1.5301, -1.4569], [-2.4495, -3.0088, 4.8802], [-3.0231, -1.9178, -4.1427], [-1.1048, -2.4358, -6.8910], [-2.6668, -5.8646, 0.6526]], "atomic_forces_ev_per_a": [[0.0021, -0.0044, -0.0077], [0.0159, 0.0202, 0.0412], [-0.0071, -0.0416, -0.0185], [0.0203, -0.0242, 0.0175], [0.0119, 0.0008, -0.0009], [-0.0132, -0.0537, -0.0733], [-0.0272, 0.0306, -0.0803], [-0.0142, 0.0235, -0.0018], [-0.0100, 0.0036, 0.0024], [0.0008, -0.0225, -0.0018], [-0.0113, -0.0244, -0.0383], [-0.0647, 0.0518, 0.0362], [0.0303, 0.0349, -0.0746], [0.0387, -0.0279, 0.0566], [0.0746, 0.0373, -0.1015], [-0.0032, 0.0021, -0.0092], [-0.4858, -0.1203, 0.1172], [0.0709, 0.0369, -0.0277], [-0.0270, -0.0298, -0.0118], [-0.0013, -0.0031, 0.0726], [-0.0250, 0.0357, -0.0418], [0.0147, 0.0191, -0.0174], [0.0131, -0.0043, 0.0048], [0.0044, 0.0017, 0.0018], [0.0115, 0.0005, 0.0019], [-0.0039, 0.0008, 0.0057], [0.0554, 0.0402, 0.0417], [0.0070, 0.1378, 0.0324], [-0.0086, 0.0148, -0.0027], [0.0114, -0.0023, -0.0074], [-0.2224, -0.2331, -0.1143], [-0.0762, -0.0058, 0.0742], [-0.0033, -0.0029, -0.0043], [-0.0902, -0.1287, 0.1297], [-0.0012, -0.0402, -0.0202], [0.0121, 0.0080, 0.0248], [0.0254, 0.0319, 0.0905], [0.0377, 0.0410, 0.0562], [-0.0022, -0.0054, 0.0237], [0.0010, -0.0016, -0.0077], [-0.0902, -0.0836, -0.0780], [0.0031, -0.0035, 0.0034], [0.0030, -0.0449, -0.0382], [0.0250, 0.0587, -0.0462], [-0.0082, 0.0240, 0.0418], [-0.0074, 0.0038, 0.0081], [-0.0623, 0.0723, 0.1484], [0.0273, 0.0187, -0.0433], [-0.0662, -0.0246, 0.0325], [-0.0171, -0.0111, 0.0120], [-0.0108, -0.0081, 0.0012], [0.0271, 0.0009, -0.0048], [0.0148, 0.0077, 0.0118], [0.0116, -0.0105, 0.0000], [-0.0373, -0.0071, -0.0294], [0.0156, 0.0450, -0.0461], [-0.0755, 0.0398, -0.0585], [0.2264, -0.0746, 0.1216], [-0.0013, 0.0045, 0.0081], [0.0050, 0.0024, -0.0062], [0.0711, 0.0046, 0.0472], [0.1716, 0.0264, 0.2551], [0.0207, -0.0423, -0.0371], [0.1805, 0.0865, -0.0360], [-0.0212, -0.0554, -0.0172], [-0.0385, -0.0257, -0.0201], [-0.0401, -0.0242, 0.0244], [0.0672, -0.0130, -0.0055], [0.0064, 0.0054, 0.0057], [-0.0198, -0.0282, 0.0530], [-0.0036, 0.0126, -0.0056], [0.0032, 0.0323, -0.0231], [0.0040, 0.0061, -0.0039], [0.0021, 0.0037, 0.0063], [0.0129, -0.0080, -0.0212], [-0.2546, -0.1061, -0.1687], [0.0044, -0.0028, -0.0080], [0.0148, -0.0052, 0.0593], [-0.2338, -0.0454, -0.2190], [-0.0058, -0.0023, 0.0001], [0.1136, -0.0028, -0.1772], [-0.0087, 0.0083, 0.0200], [0.1943, 0.0311, 0.0163], [-0.0013, -0.0024, -0.0014], [-0.0205, 0.0411, 0.0359], [0.1710, 0.1122, -0.1515], [-0.0087, -0.0032, -0.0007], [-0.0429, -0.0377, -0.0593], [0.3007, 0.1389, 0.1800], [-0.0038, 0.0007, -0.0073], [0.0269, 0.0727, 0.0514], [-0.0043, 0.0123, 0.0033], [-0.0019, 0.0029, -0.0012]], "multiplicity": 1, "lumo_energy_ev": -5.97, "relative_energy_kj_mol": 60.5, "charge": 2, "homo_lumo_gap_ev": 6.59, "energy_ha": -3319.69155}